105
Properties=species:S:1:pos:R:3:mulliken_charge:R:1 method="wB97M-V/def2-TZVPD" homo_lumo_gap_ev=7.96 e_tot_ha=-3070.99890 relative_energy_kj_mol=28.10 homo_ha=-0.3980 largest_force_ev_per_a=0.2 total_charge=+1
Al -0.705 -0.258 0.296 -0.0765
C 0.852 1.266 3.814 -1.1791
C -0.628 1.316 4.041 0.9584
C -1.158 1.258 5.325 -1.0794
C -2.519 1.382 5.540 -1.1315
C -3.369 1.602 4.468 -1.1367
C -2.883 1.669 3.167 1.3665
C -3.817 1.942 2.019 -1.1236
C -1.511 1.479 2.978 -1.3711
N -0.998 1.508 1.618 1.2737
C -0.765 2.671 1.149 1.6473
C -0.874 3.950 1.922 -2.2326
C -0.420 2.784 -0.311 1.7859
C -0.235 4.151 -0.894 -2.6930
N -0.365 1.696 -0.962 0.7756
C -0.147 1.758 -2.383 -0.9668
C 1.162 1.772 -2.874 0.8269
C 2.335 1.928 -1.946 -1.2009
C 1.344 1.729 -4.251 -0.6166
C 0.258 1.700 -5.114 -1.2433
C -1.028 1.768 -4.604 -0.4728
C -1.257 1.822 -3.231 1.1102
C -2.653 2.047 -2.715 -1.5685
H 1.376 1.036 4.741 0.4858
H 1.220 2.232 3.452 0.2802
H 1.117 0.502 3.089 0.1348
H -0.485 1.119 6.162 0.4617
H -2.918 1.330 6.545 0.4152
H -4.431 1.730 4.635 0.4617
H -4.843 2.002 2.377 0.4827
H -3.758 1.169 1.255 0.0365
H -3.585 2.896 1.536 0.1896
H -1.001 3.774 2.984 0.4571
H -1.727 4.530 1.562 0.4245
H 0.016 4.558 1.759 0.5035
H -1.107 4.773 -0.690 0.5028
H -0.078 4.104 -1.967 0.5554
H 0.624 4.641 -0.433 0.4410
H 2.197 1.382 -1.016 -0.4615
H 2.471 2.982 -1.685 0.4431
H 3.258 1.591 -2.417 0.6129
H 2.353 1.741 -4.647 0.5187
H 0.416 1.670 -6.185 0.4473
H -1.881 1.800 -5.273 0.5529
H -3.382 1.498 -3.309 0.4836
H -2.898 3.110 -2.791 0.4441
H -2.770 1.759 -1.673 -0.1299
C 1.663 -1.419 -2.678 -0.8110
C 0.182 -1.339 -2.657 -0.1164
N -0.621 -1.072 -1.640 0.8782
C -1.912 -1.094 -2.122 -0.1335
C -1.900 -1.397 -3.446 0.0305
N -0.564 -1.568 -3.759 0.2527
C -2.969 -1.393 -4.480 0.5675
O -2.852 -2.353 -5.430 -0.5164
O -3.834 -0.578 -4.530 -0.4407
C -2.993 -0.741 -1.146 -0.0585
O -4.143 -1.064 -1.322 -0.6907
O -2.499 -0.073 -0.145 0.3241
H 2.083 -0.747 -1.938 -0.4504
H 2.033 -1.144 -3.665 0.5791
H 2.003 -2.425 -2.430 0.3631
H -0.185 -1.619 -4.693 0.4414
H -2.258 -3.058 -5.145 0.3655
C -2.314 -4.179 -0.418 -0.6342
N -0.968 -4.794 -0.237 0.1627
C -1.076 -6.059 0.539 -0.8637
C 0.080 -3.805 0.318 -0.0937
C -0.418 -3.148 1.567 0.5901
C -0.390 -3.919 2.730 -0.8793
C -1.063 -3.517 3.871 -1.3272
C -1.818 -2.358 3.810 -0.7436
C -1.776 -1.568 2.668 -0.7499
C -1.011 -1.868 1.531 1.1802
H -2.979 -4.920 -0.855 0.5118
H -2.229 -3.318 -1.073 0.1175
H -2.682 -3.857 0.553 0.3195
H -0.624 -5.047 -1.161 0.3371
H -1.535 -5.838 1.497 0.4519
H -0.082 -6.474 0.688 0.3172
H -1.697 -6.756 -0.019 0.3587
H 0.244 -3.093 -0.481 -1.1554
H 0.985 -4.393 0.464 0.6268
H 0.178 -4.843 2.745 0.6299
H -1.021 -4.112 4.773 0.4012
H -2.417 -2.046 4.656 0.4949
H -2.377 -0.672 2.677 0.4417
C 7.067 2.398 -0.341 -1.5610
C 5.880 1.532 -0.025 1.1690
C 5.670 0.329 -0.688 -1.1288
C 4.579 -0.476 -0.383 -0.3170
C 3.690 -0.072 0.596 -0.4837
C 3.889 1.119 1.285 -0.4397
C 4.974 1.912 0.969 -0.8656
S 2.269 -1.051 0.959 1.6947
O 2.193 -1.252 2.375 -0.8027
O 2.339 -2.229 0.125 -0.7904
O 1.150 -0.130 0.470 0.1171
H 7.585 2.052 -1.234 0.3596
H 7.779 2.390 0.486 0.3395
H 6.765 3.434 -0.500 0.3601
H 6.371 0.012 -1.450 0.3576
H 4.420 -1.416 -0.895 0.5215
H 3.198 1.414 2.065 0.5518
H 5.134 2.840 1.505 0.4441